60
Properties=species:S:1:pos:R:3:forces:R:3 method="wB97M-V/def2-TZVPD" spin_multiplicity=1 e_tot_ev=-58255.0035 e_homo_ev=-13.4 e_above_lowest_ev=0.0000 gap_ev=8.0194 total_charge=+2
Ca -0.130 -0.998 0.126 -0.279 -0.853 -0.772
N -3.491 0.556 -2.851 -0.074 0.066 0.108
C -2.736 -0.384 -2.289 0.068 -0.126 0.113
N -2.344 -0.414 -1.046 -0.122 0.486 0.199
C -2.809 0.623 -0.206 -0.363 0.080 0.040
N -2.641 0.642 1.077 0.607 -0.819 0.168
N -1.784 -0.383 1.516 -0.945 0.707 -0.079
C -2.017 -0.997 2.595 0.263 -0.579 0.214
C -1.078 -2.113 2.980 -0.547 0.433 -0.371
C -1.071 -2.580 4.278 0.006 -0.124 0.180
C -0.240 -3.645 4.601 -0.055 0.031 0.141
C 0.537 -4.209 3.610 0.050 -0.080 -0.052
C 0.464 -3.681 2.330 -0.031 0.135 -0.064
N -0.316 -2.651 2.002 -0.143 0.016 0.360
C -3.584 1.731 -0.787 0.136 -0.112 0.280
C -3.995 2.833 -0.032 0.029 0.034 0.073
C -4.726 3.841 -0.620 -0.032 -0.024 -0.110
C -5.069 3.759 -1.975 -0.023 0.068 0.055
C -4.674 2.679 -2.735 0.001 0.015 0.001
C -3.928 1.675 -2.125 -0.038 -0.179 -0.428
H -3.784 0.429 -3.806 -0.045 0.072 -0.053
H -2.448 -1.188 -2.958 0.074 -0.036 0.095
H -2.897 -0.799 3.205 0.073 0.097 0.106
H -1.711 -2.128 5.024 0.014 0.003 -0.031
H -0.215 -4.034 5.611 -0.004 0.013 -0.018
H 1.179 -5.056 3.809 -0.004 0.008 0.002
H 1.052 -4.120 1.530 -0.015 0.023 -0.015
H -3.733 2.873 1.016 0.001 -0.002 -0.012
H -5.045 4.692 -0.035 0.005 -0.015 -0.009
H -5.652 4.547 -2.433 0.013 -0.018 0.020
H -4.944 2.611 -3.782 0.022 -0.026 0.023
C 2.039 2.368 -3.703 -0.146 0.075 0.183
N 1.136 2.192 -2.560 0.085 0.023 -0.151
C 0.210 3.297 -2.293 0.080 -0.093 -0.114
C 1.058 1.073 -1.858 0.219 -0.186 0.228
O 0.252 0.902 -0.927 0.215 0.534 -0.583
C 2.020 -0.072 -2.219 -0.020 -0.156 0.110
O 1.859 -1.196 -1.337 0.262 0.351 0.108
C 3.000 -1.527 -0.537 -0.106 0.059 0.002
C 2.789 -1.110 0.931 -0.077 0.142 -0.157
O 1.707 -0.576 1.238 0.854 -0.079 0.311
N 3.757 -1.349 1.800 0.155 -0.070 -0.123
C 5.020 -2.009 1.452 -0.151 0.115 0.146
C 3.586 -1.006 3.215 0.101 -0.093 -0.153
H 2.387 3.398 -3.708 -0.012 0.017 -0.024
H 1.521 2.165 -4.640 -0.008 0.013 -0.021
H 2.913 1.729 -3.629 0.004 -0.024 -0.007
H 0.782 4.209 -2.132 -0.011 0.005 0.010
H -0.381 3.072 -1.414 -0.011 -0.003 0.033
H -0.445 3.436 -3.154 -0.004 0.026 0.012
H 3.054 0.266 -2.189 0.016 0.082 0.025
H 1.819 -0.416 -3.233 -0.042 -0.020 -0.061
H 3.897 -1.057 -0.936 0.018 0.030 -0.055
H 3.143 -2.606 -0.599 -0.031 -0.066 -0.020
H 5.159 -2.089 0.380 -0.027 -0.003 -0.014
H 5.048 -3.008 1.886 0.025 -0.007 0.023
H 5.845 -1.425 1.854 0.019 -0.009 0.033
H 2.645 -0.488 3.350 -0.047 0.018 0.014
H 4.410 -0.367 3.525 0.002 0.010 0.032
H 3.601 -1.921 3.806 -0.005 0.013 0.050